1.
The following is a DFT calculation (wB97M-V/def2-TZVPD) of a cluster of 2 separate species, C2H3F3O3S in total at a distorted geometry.

```
12
Properties=species:S:1:pos:R:3:forces:R:3:nbo_charge:R:1
C 0.061822 -1.493621 -1.024935 0.1 0.0 -0.2 -0.72
C -0.228076 -0.742268 0.233710 -0.1 0.6 0.7 0.63
O 2.010667 0.919404 0.128949 0.3 0.0 0.6 -0.82
O 0.028006 1.686685 -1.113375 -0.5 0.4 0.1 -0.83
O -0.391523 2.241068 2.210869 1.9 -2.1 -1.4 -0.24
F 0.323713 -1.245857 1.334060 0.0 0.0 -0.2 -0.30
F -1.515492 -0.518097 0.474365 0.2 0.0 -0.3 -0.29
F -1.275070 3.131448 1.718673 -1.0 0.9 -0.6 -0.14
S 0.598882 1.068167 0.035168 -0.8 0.1 1.2 1.93
H -0.187818 -0.879952 -1.889571 0.0 0.0 0.0 0.26
H -0.540428 -2.404345 -1.056822 0.0 0.1 0.2 0.26
H 1.115317 -1.762631 -1.051091 0.0 0.1 0.0 0.26
```
Forces are in eV/Å.

Values from the calculation:
Spin multiplicity: 1
LUMO energy (spin up / spin down): -3.19 / -3.18 eV
Largest force on an atom: 3.151 eV/Å


2.
The following is a DFT calculation (wB97M-V/def2-TZVPD) of a structure of composition C4H5CoO2 at a distorted geometry.

```
12
Properties=species:S:1:pos:R:3:forces:R:3:nbo_charge:R:1
O -2.672579 1.175996 -0.156755 1.8 0.6 2.4 -0.44
C -1.583623 1.007402 0.402654 -1.7 1.5 -4.8 0.41
C -1.096116 -0.398827 0.377254 -0.7 -1.9 -0.1 -0.62
C 0.397267 -0.541030 0.326430 -1.7 -1.3 2.2 0.01
C 1.145582 -0.193774 -0.742932 2.3 1.0 -3.2 0.27
O 2.448000 -0.294945 -0.861743 -5.7 0.0 -1.2 -0.74
Co 3.900140 -0.193839 0.053454 3.8 0.1 2.1 0.92
H -0.791686 1.778363 0.276289 -0.6 0.4 1.3 0.14
H -1.504315 -0.875378 1.285124 0.3 -0.2 -0.4 0.28
H 0.896530 -0.968771 1.202225 -0.1 0.2 -0.2 0.23
H 0.634003 0.235955 -1.622877 0.3 -0.3 0.2 0.21
H -1.773204 -0.731155 -0.539124 2.1 -0.1 1.7 0.33
```
Forces are in eV/Å.

Values from the calculation:
Charge: +1
Spin multiplicity: 6
LUMO energy (spin up / spin down): -4.15 / -8.13 eV
Largest force on an atom: 5.860 eV/Å


3.
The following is a DFT calculation (wB97M-V/def2-TZVPD) of a cluster of 2 separate species, C19H19N2S2 in total at a distorted geometry.

```
42
Properties=species:S:1:pos:R:3:forces:R:3:nbo_charge:R:1
C 2.953069 -0.404693 -3.334947 -0.3 0.1 0.4 -0.12
C 3.330153 -1.011595 -2.127584 0.0 0.2 0.2 -0.22
C 2.879014 -0.497931 -0.911330 0.0 -0.3 -0.2 -0.14
C 1.982678 0.594297 -0.888577 -0.3 -0.1 0.1 -0.10
C 1.279201 0.959505 0.337018 -0.1 -0.7 -0.7 -0.18
S -0.065859 2.008392 0.222697 0.5 1.0 -0.1 0.42
C -0.016324 2.860625 1.831874 -0.8 0.1 0.0 -0.52
C -0.068603 1.923528 3.023855 0.2 -0.1 -0.1 -0.44
C 1.226430 1.141893 3.065117 -0.1 -0.7 0.5 -0.52
S 1.417227 -0.063488 1.700735 1.0 0.5 0.4 0.42
C 1.672187 1.245879 -2.103078 -0.1 -0.2 -0.3 -0.14
C 2.119017 0.723802 -3.315815 0.1 0.1 0.2 -0.22
H 3.300684 -0.812244 -4.285744 -0.1 0.1 0.3 0.24
H 3.962347 -1.902006 -2.135565 -0.1 0.4 0.0 0.24
H 3.190930 -0.955530 0.031172 -0.1 0.1 -0.4 0.23
H 0.897520 3.472502 1.830958 -0.6 -0.3 0.0 0.25
H -0.918415 3.484295 1.777785 0.3 0.0 0.1 0.25
H -0.156054 2.512777 3.944366 0.0 -0.1 -0.1 0.24
H -0.923992 1.243726 2.951457 0.1 0.2 0.1 0.23
H 2.092943 1.804547 2.995381 -0.2 -0.3 0.1 0.27
H 1.307876 0.497511 3.948908 -0.1 0.2 -0.1 0.25
H 1.055328 2.147356 -2.084932 0.2 -0.4 -0.1 0.24
H 1.802142 1.188497 -4.251441 0.2 -0.1 0.3 0.24
C 5.986819 8.555923 1.467625 0.0 -0.3 0.0 -0.21
C 4.604628 8.336788 1.541556 0.3 -0.5 0.1 -0.18
C 4.105110 7.031882 1.653461 0.5 0.2 0.0 -0.26
C 4.991260 5.946663 1.630938 0.5 1.0 -0.1 0.22
N 4.477443 4.632822 1.628518 -0.5 -1.8 0.1 -0.36
C 3.160263 4.258259 1.463495 1.3 -0.5 0.2 0.18
N 3.034454 2.941345 1.414044 0.2 0.7 -0.8 -0.53
C 4.309165 2.424707 1.472975 0.3 1.0 0.5 -0.10
C 5.213133 3.440935 1.675352 -1.0 0.2 -0.4 -0.06
C 6.377947 6.156895 1.555146 -0.3 0.4 0.0 -0.25
C 6.873054 7.467809 1.481117 -0.5 -0.2 0.1 -0.18
H 6.378778 9.571994 1.398669 -0.2 -0.3 0.0 0.23
H 3.913750 9.178239 1.512915 0.2 -0.2 0.1 0.23
H 3.035382 6.859400 1.765288 0.3 0.2 -0.1 0.21
H 2.379588 4.994893 1.377368 -0.1 -0.2 0.0 0.21
H 4.500320 1.371453 1.353034 0.0 0.0 0.2 0.22
H 6.270664 3.416991 1.848333 0.1 0.0 -0.1 0.23
H 7.061756 5.305248 1.542618 -0.2 0.4 0.0 0.22
H 7.952319 7.626554 1.428388 -0.4 0.0 0.0 0.23
```
Forces are in eV/Å.

Values from the calculation:
Charge: +1
Spin multiplicity: 1
LUMO energy: -5.09 eV
Largest force on an atom: 1.825 eV/Å


4.
The following is a DFT calculation (wB97M-V/def2-TZVPD) of the molecule C6H9N.

```
16
Properties=species:S:1:pos:R:3:forces:R:3:nbo_charge:R:1
C -1.423750 2.029034 -0.150859 -0.1 0.1 0.0 -0.65
C -0.528071 0.899273 0.243622 -0.2 -0.1 0.1 -0.07
C -0.708347 -0.158978 1.074324 0.3 0.2 -0.3 -0.23
C 0.223775 -2.077862 -0.190093 -0.1 -0.3 0.0 -0.57
C 0.557908 -0.965962 0.862604 0.1 -0.2 -0.1 -0.38
C 1.466529 -0.159291 0.015413 -0.1 0.3 0.0 0.16
N 0.777576 0.855256 -0.397701 0.2 -0.1 0.1 -0.45
H -2.269129 2.046455 0.539904 0.1 0.0 -0.1 0.25
H -1.828466 1.912650 -1.165199 0.1 0.0 0.1 0.20
H -0.922866 3.004147 -0.103785 0.0 -0.1 0.0 0.20
H 1.116756 -2.552009 -0.616473 -0.1 0.0 0.2 0.20
H -0.355392 -1.629218 -1.003137 0.0 -0.1 0.1 0.22
H -0.390764 -2.834661 0.292586 0.0 0.0 0.0 0.24
H 1.008421 -1.428995 1.747614 0.0 0.1 -0.2 0.25
H 2.447764 -0.408253 -0.367616 0.0 0.1 0.0 0.21
H 1.082572 1.462496 -1.151501 0.0 0.1 0.2 0.41
```
Forces are in eV/Å.

Values from the calculation:
Spin multiplicity: 1
LUMO energy: 0.45 eV
Largest force on an atom: 0.474 eV/Å